Entry 1:
This record from the Open Molecules 2025 dataset describes C16H28BF4MnN4OS6 as an isolated structure. The level of theory is the ωB97M-V functional and the def2-TZVPD basis.

Calculated values
Spin multiplicity: 2
Energy relative to the best compared isomer or geometry (same formula, charge and spin) (kJ/mol): 0.0
Calculated total energy (hartree): -4885.3040
Charge: +1
Strongest force on any atom (eV/Å): 0.39
HOMO energy (alpha / beta) (eV): -10.89 / -10.89
Orbital gap (alpha / beta) (hartree): 0.32890 / 0.32818

Last column: Mulliken spin population.
Cartesian coordinates (Å):
1 Mn -0.458 -0.124 -0.493  0.980
2 C -3.835 -1.337 -0.904  0.005
3 C -3.256 -2.313 -1.924  -0.003
4 S -1.454 -2.446 -1.955  0.029
5 C -1.076 -3.582 -0.604  0.000
6 C -1.392 -3.134 0.817  -0.003
7 S -0.552 -1.600 1.323  -0.006
8 C -1.772 -0.899 2.443  0.007
9 C -1.362 0.540 2.728  -0.009
10 S -0.998 1.536 1.251  -0.004
11 C -2.633 2.189 0.826  0.010
12 C -3.644 1.148 0.377  -0.009
13 S -2.928 0.221 -0.998  0.005
14 H -3.781 -1.725 0.112  0.000
15 H -4.883 -1.146 -1.138  0.001
16 H -3.504 -1.974 -2.931  -0.001
17 H -3.701 -3.301 -1.796  0.001
18 H -0.007 -3.761 -0.719  -0.002
19 H -1.591 -4.527 -0.784  0.001
20 H -1.074 -3.909 1.516  -0.001
21 H -2.463 -2.989 0.953  0.000
22 H -1.792 -1.477 3.367  0.000
23 H -2.752 -0.959 1.974  0.000
24 H -0.442 0.556 3.313  0.000
25 H -2.127 1.060 3.304  -0.002
26 H -2.425 2.891 0.020  0.002
27 H -3.009 2.750 1.682  0.001
28 H -4.550 1.649 0.037  -0.001
29 H -3.918 0.469 1.184  0.000
30 C 3.430 -2.061 -2.442  -0.002
31 N 3.141 -0.752 -1.863  -0.006
32 C 3.951 0.326 -2.052  0.002
33 C 3.632 1.541 -1.568  -0.001
34 C 2.399 1.672 -0.856  -0.004
35 N 1.628 0.605 -0.650  -0.005
36 C 1.973 -0.583 -1.171  -0.008
37 O 1.175 -1.537 -1.026  0.027
38 N 2.019 2.842 -0.355  0.002
39 H 4.450 -2.055 -2.818  0.000
40 H 2.739 -2.273 -3.256  0.000
41 H 3.325 -2.828 -1.680  0.000
42 H 4.854 0.146 -2.618  0.000
43 H 4.272 2.393 -1.732  0.000
44 H 2.489 3.679 -0.653  0.000
45 H 1.063 2.934 -0.047  -0.001
46 F -0.699 2.795 -1.376  0.001
47 B -0.508 2.196 -2.641  -0.003
48 F -0.439 0.724 -2.352  -0.006
49 F -1.573 2.403 -3.462  0.000
50 F 0.717 2.541 -3.166  0.000
51 S 2.183 0.568 2.732  0.000
52 C 3.779 0.177 2.843  0.000
53 N 4.468 -0.048 3.966  0.000
54 C 5.919 -0.133 3.871  0.000
55 C 6.209 -0.610 2.450  0.000
56 S 4.832 0.027 1.448  0.000
57 H 4.006 0.121 4.846  0.000
58 H 6.300 -0.840 4.606  0.000
59 H 6.370 0.844 4.057  0.000
60 H 6.228 -1.696 2.383  0.000
61 H 7.146 -0.210 2.073  0.000

Entry 2:
This record from the Open Molecules 2025 dataset describes C16H28BrCuN4 as an isolated structure at a distorted geometry. The level of theory is the ωB97M-V functional and the def2-TZVPD basis.

Calculated values
Spin multiplicity: 1
Energy relative to the best compared isomer or geometry (same formula, charge and spin) (kJ/mol): 128.9
Calculated total energy (hartree): -5059.7339
Strongest force on any atom (eV/Å): 8.41
HOMO energy (eV): -7.08
Orbital gap (hartree): 0.15216

Last column: Mulliken charge in e.
Cartesian coordinates (Å):
1 Cu -0.463 -1.813 -0.668  0.735
2 Br -3.821 -4.669 -0.706  -0.740
3 C 3.410 2.038 7.126  -1.132
4 C 1.839 1.868 7.106  -0.483
5 C 1.237 0.421 7.015  -0.368
6 C 1.119 -0.053 5.644  0.139
7 N 1.089 -0.380 4.602  -0.322
8 H 3.718 3.083 7.146  0.351
9 H 3.906 1.601 6.260  0.315
10 H 3.868 1.672 8.045  0.327
11 H 1.461 2.420 6.245  0.329
12 H 1.480 2.445 7.958  0.305
13 H 0.283 0.280 7.523  0.309
14 H 1.965 -0.258 7.459  0.229
15 C -0.403 4.845 -5.447  -1.145
16 C -0.199 5.785 -4.221  -0.286
17 C -0.030 4.968 -2.861  -0.431
18 C 0.606 3.626 -2.983  0.211
19 N 1.015 2.503 -3.006  -0.466
20 H -1.224 4.128 -5.412  0.318
21 H 0.513 4.257 -5.492  0.316
22 H -0.403 5.223 -6.469  0.343
23 H -1.068 6.436 -4.131  0.272
24 H 0.717 6.374 -4.177  0.257
25 H -1.000 4.723 -2.428  0.236
26 H 0.422 5.512 -2.031  0.378
27 C 7.190 -7.046 -3.689  -1.102
28 C 6.276 -7.761 -2.637  -0.373
29 C 4.758 -7.693 -2.918  -0.499
30 C 4.071 -6.467 -2.442  0.236
31 N 3.492 -5.513 -1.974  -0.456
32 H 8.184 -6.863 -3.282  0.308
33 H 6.784 -6.098 -4.042  0.337
34 H 7.234 -7.578 -4.639  0.338
35 H 6.340 -7.361 -1.625  0.347
36 H 6.549 -8.816 -2.615  0.273
37 H 4.134 -8.397 -2.369  0.274
38 H 4.653 -7.945 -3.973  0.318
39 C -8.701 2.113 -0.525  -1.205
40 C -7.844 2.067 0.743  -0.492
41 C -6.794 0.909 0.850  -0.313
42 C -5.351 1.428 0.691  0.175
43 N -4.290 1.826 0.457  -0.414
44 H -9.492 1.363 -0.542  0.332
45 H -8.135 2.133 -1.457  0.330
46 H -9.306 3.017 -0.593  0.353
47 H -8.551 1.991 1.569  0.272
48 H -7.342 3.005 0.983  0.407
49 H -6.936 0.145 0.086  0.293
50 H -6.958 0.509 1.851  0.264